No. 1
Here is a single C5H13N molecule at a distorted geometry from the Open Molecules 2025 dataset. Energies are from ωB97M-V/def2-TZVPD.

Its orbital gap is 9.93 eV. The calculation puts the total energy at -253.0194 a.u. The structure (SMILES) is CNCC(C)C. As for the energy above the lowest of the compared OMol25 structures with the same formula, charge and spin: 1.189 eV.

XYZ file:
```
19
Properties=species:S:1:pos:R:3:forces:R:3:lowdin_charge:R:1
C -1.8676 -0.9944 1.7358 -0.57 -1.69 -3.22 -0.11
N -0.6837 -1.0771 0.8053 0.25 1.01 2.22 -0.11
C -0.3406 0.2791 0.4257 1.45 0.58 -1.63 -0.28
C 0.9413 0.3043 -0.4538 -0.25 0.05 0.25 -0.43
C 0.5754 -0.2704 -1.8248 -0.27 -0.51 0.14 -0.09
C 1.5197 1.7196 -0.5267 0.17 -0.67 -0.26 -0.09
H -1.6936 -0.8896 2.8001 0.39 0.69 -0.21 0.07
H -2.4851 -1.8972 1.6090 0.50 -0.24 0.31 0.07
H -2.4923 -0.3126 1.1543 -0.53 0.94 1.39 0.07
H -0.8234 -1.6007 -0.0426 -0.56 -0.30 0.17 0.08
H -0.1313 1.0064 1.2140 -0.42 -0.67 0.67 0.12
H -1.1002 0.7567 -0.2343 -0.18 -0.09 0.50 0.11
H 1.6927 -0.3229 0.0268 -0.03 -0.20 0.03 0.13
H 1.2360 0.0245 -2.6432 0.04 -0.16 0.15 0.08
H -0.4506 0.0014 -2.0836 0.06 0.47 -0.18 0.07
H 0.5008 -1.3646 -1.7631 0.47 0.10 -0.18 0.07
H 1.8295 2.0869 0.4512 -0.62 0.22 0.18 0.07
H 0.8030 2.3474 -1.0547 0.18 0.47 0.22 0.08
H 2.4698 1.7075 -1.0555 -0.06 -0.01 -0.54 0.07
```
Positions in Å, forces in eV/Å.

No. 2
Here is a single C22H20N4O molecule at a distorted geometry from the Open Molecules 2025 dataset. Energies are from ωB97M-V/def2-TZVPD.

Its orbital gap is 6.95 eV. The calculation puts the total energy at -1144.5071 a.u. The structure (SMILES) is O=C(c1nc2c(N3CCNCC3)cccc2[nH]1)c1cccc2ccccc12. As for the energy above the lowest of the compared OMol25 structures with the same formula, charge and spin: 3.288 eV.

XYZ file:
```
47
Properties=species:S:1:pos:R:3:forces:R:3:lowdin_charge:R:1
O -2.6769 -0.2214 -0.2418 -2.68 -3.18 2.02 0.18
C -1.8439 0.5127 -0.5944 2.31 0.80 0.33 -0.38
C -0.5049 0.5674 0.0845 2.13 -1.55 2.10 -0.20
N -0.1929 -0.3016 1.0269 -0.77 -0.14 0.61 0.20
C 1.0209 0.0697 1.6151 -0.71 -0.64 -0.90 -0.13
C 1.7477 -0.6268 2.6432 -0.01 0.67 -1.77 -0.19
N 1.3272 -1.9110 3.0426 -0.20 0.56 0.29 -0.12
C 0.1003 -1.9650 3.8628 -1.34 0.43 -0.29 -0.12
C -1.1001 -2.8103 3.2489 1.03 0.45 -2.48 -0.17
N -0.5235 -4.0136 2.5542 2.12 1.04 2.01 -0.08
C 0.4869 -3.6834 1.5596 -0.29 -0.09 -2.89 -0.24
C 1.7212 -3.0335 2.1641 -1.76 -0.74 2.19 -0.16
C 3.0111 -0.1137 2.9865 -2.05 -2.09 0.18 -0.04
C 3.5051 1.0012 2.3975 -1.56 2.09 -2.57 -0.08
C 2.7243 1.7124 1.4152 1.01 -1.20 -0.52 0.00
C 1.5180 1.1742 0.8860 0.65 -0.64 2.90 -0.17
N 0.5589 1.4302 -0.0567 -0.16 2.32 -1.40 0.15
C -2.1387 1.4208 -1.6229 -1.27 3.57 -1.59 -0.14
C -3.2870 2.2284 -1.5960 0.40 0.21 0.19 0.02
C -3.4341 3.2885 -2.5112 0.50 -1.25 -2.33 -0.03
C -2.5378 3.3383 -3.6250 -2.71 2.41 2.27 -0.02
C -1.4316 2.5325 -3.6901 0.86 0.49 0.58 -0.21
C -0.4882 2.6761 -4.7089 2.99 -2.12 -1.62 -0.01
C 0.5249 1.6710 -4.8952 -3.29 2.35 1.00 -0.06
C 0.4967 0.5682 -4.0453 1.27 -1.78 -0.73 -0.09
C -0.3974 0.4674 -3.0156 1.43 2.60 -0.78 -0.01
C -1.2184 1.5957 -2.6521 -0.06 -2.30 -1.97 -0.11
H -0.1940 -0.8505 4.1333 0.42 -2.46 -0.54 0.16
H 0.3313 -2.5292 4.7489 0.28 0.10 0.86 0.09
H -1.5596 -2.2863 2.4179 -0.07 1.00 -0.06 0.08
H -1.9695 -3.0482 3.8677 0.78 -0.28 0.66 0.11
H -1.2033 -4.6179 2.2229 -1.46 -1.09 -0.76 0.06
H 0.0718 -2.9503 0.7627 0.44 -0.78 1.12 0.11
H 0.8328 -4.5949 0.8930 -0.83 1.34 1.70 0.14
H 2.3751 -2.6991 1.4141 0.85 0.60 -0.98 0.10
H 2.2354 -3.7802 2.7867 0.04 0.02 -0.15 0.11
H 3.5644 -0.7685 3.6209 0.58 -0.03 0.56 0.11
H 4.5244 1.2983 2.5231 0.31 0.37 0.32 0.09
H 3.2524 2.4482 0.8599 0.24 0.91 -0.20 0.08
H 0.5383 2.2525 -0.6650 0.13 -0.56 0.37 0.17
H -4.1006 2.0780 -0.8886 0.50 -0.15 0.24 0.12
H -4.3708 3.8709 -2.5478 0.78 -0.19 0.24 0.11
H -2.7333 4.1580 -4.3266 0.36 -0.53 -0.06 0.12
H -0.4819 3.4969 -5.4276 -0.50 -0.18 0.26 0.11
H 1.0831 1.6726 -5.7866 1.02 0.22 -0.68 0.08
H 1.2205 -0.2876 -4.3082 -1.42 1.21 0.63 0.14
H -0.3843 -0.4372 -2.5327 -0.29 -1.81 1.68 0.10
```
Positions in Å, forces in eV/Å.

No. 3
Here is a 3-piece molecular cluster, C32H62N3O5P overall at a distorted geometry from the Open Molecules 2025 dataset. Energies are from ωB97M-V/def2-TZVPD.

Its orbital gap is 8.69 eV. The calculation puts the total energy at -2138.0467 a.u. The structure (SMILES) is CC(=O)OCCCCCCCC[PH](CCc1ccccc1)(COO)OC#N.CCN(CC)CC.CCN(CC)CC.

XYZ file:
```
103
Properties=species:S:1:pos:R:3:forces:R:3:lowdin_charge:R:1
C 0.0836 -5.0990 -2.1037 0.14 0.51 -0.99 0.01
C 1.4579 -4.4774 -2.5681 -0.20 -0.71 1.13 -0.48
O 2.4277 -4.6677 -1.8862 -0.14 0.30 -0.66 0.11
O 1.5389 -3.7436 -3.7546 -0.88 -0.24 0.94 -0.06
C 1.1312 -2.3745 -3.5396 -0.27 1.05 -0.18 -0.18
C 0.6522 -1.6796 -4.8829 -0.21 -0.56 0.62 -0.15
C -0.9242 -1.5055 -4.9096 0.96 1.04 -0.24 -0.20
C -1.4022 -0.5634 -6.1075 -0.17 -0.11 0.13 -0.20
C -2.6948 -1.1245 -6.8164 0.28 -0.03 0.23 -0.20
C -3.9625 -0.9713 -5.8494 1.08 -0.66 -0.75 -0.20
C -4.5371 -2.4151 -5.6118 -1.20 -0.05 0.32 -0.23
C -5.5145 -2.5055 -4.3500 0.05 -0.32 -1.14 -0.23
P -4.6549 -1.9602 -2.7432 -2.40 2.05 -0.38 0.89
C -5.0404 -2.6070 -1.0389 -0.16 -0.45 1.44 -0.24
C -4.8708 -1.5185 0.1365 -0.06 -0.02 -0.76 -0.18
C -3.6997 -0.5192 -0.0964 0.87 1.44 0.26 -0.24
C -4.0075 0.9169 0.0774 2.41 -1.42 -0.80 -0.05
C -2.9482 1.8788 -0.1767 -0.24 -1.73 -0.13 -0.08
C -1.6234 1.4390 -0.5861 -0.82 -1.00 0.25 -0.09
C -1.2787 0.0304 -0.7220 -2.80 0.61 0.74 -0.06
C -2.3475 -0.9494 -0.4700 -0.37 1.91 0.27 -0.05
C -5.9915 -0.5915 -2.6077 -0.22 1.95 0.85 -0.32
O -7.3048 -1.1099 -2.3153 1.28 -1.16 0.42 -0.24
O -8.2520 -0.4321 -3.0898 -1.10 0.89 -0.93 -0.05
O -3.2705 -3.0450 -2.9947 0.09 -2.86 0.01 -0.26
C -3.6038 -4.3237 -3.1250 0.73 2.57 -0.36 -0.46
N -3.9408 -5.3910 -3.3952 -0.01 -0.52 0.28 0.16
H 0.2366 -6.1235 -1.6863 0.15 0.91 -0.48 0.09
H -0.5819 -5.1482 -3.0028 0.22 0.06 1.03 0.08
H -0.3550 -4.4809 -1.2731 0.36 -0.41 -0.98 0.09
H 0.2744 -2.3021 -2.8161 0.65 -0.34 -0.44 0.11
H 2.0005 -1.8330 -3.0732 -0.74 -0.43 -0.51 0.12
H 0.9462 -2.3320 -5.7439 0.03 0.70 0.66 0.12
H 1.1796 -0.6916 -4.9241 -0.59 -0.78 -0.28 0.11
H -1.3840 -2.5231 -4.9605 0.18 0.90 0.21 0.11
H -1.1826 -0.9556 -3.9605 -0.08 -0.97 -0.69 0.10
H -1.6357 0.4397 -5.6475 0.25 -0.83 -0.65 0.11
H -0.5689 -0.4001 -6.8439 -0.73 -0.29 0.62 0.11
H -2.8740 -0.6793 -7.8327 0.20 -0.13 1.05 0.11
H -2.4918 -2.2192 -7.0080 -0.34 1.05 0.15 0.10
H -4.7167 -0.2667 -6.2983 0.57 -0.85 0.47 0.12
H -3.5717 -0.4805 -4.9232 -0.51 -0.54 -0.56 0.07
H -3.7565 -3.2199 -5.5855 -0.52 0.98 0.14 0.09
H -5.1912 -2.6565 -6.4982 0.68 0.12 0.76 0.12
H -5.9995 -3.5167 -4.2610 0.84 0.77 0.00 0.10
H -6.3666 -1.8207 -4.6220 0.88 -0.52 0.86 0.09
H -3.7139 -0.8833 -2.8462 -0.19 -0.92 0.06 0.08
H -6.1147 -2.9515 -1.0088 1.06 0.42 -0.28 0.10
H -4.4340 -3.4825 -0.6971 -0.32 0.59 -0.89 0.09
H -5.8324 -0.9486 0.1966 0.91 -0.34 0.03 0.10
H -4.7721 -2.0886 1.1030 0.06 0.57 -0.97 0.12
H -5.0458 1.1977 0.3801 1.15 -0.08 -0.33 0.11
H -3.1966 2.9588 -0.0691 0.46 -0.95 -0.15 0.10
H -0.8491 2.2082 -0.8010 -0.66 -0.70 0.24 0.09
H -0.2502 -0.2764 -1.0038 -0.90 0.23 0.25 0.09
H -2.1467 -2.0392 -0.5652 -0.12 0.94 0.03 0.10
H -5.7711 0.1622 -1.7883 0.00 -0.75 -0.79 0.08
H -6.0012 0.0395 -3.5458 -0.08 -0.93 0.74 0.11
H -9.0229 -1.0303 -3.0891 0.57 0.07 0.16 0.11
C 3.5575 -0.8002 -0.1285 0.03 -0.01 0.08 -0.09
C 3.8639 0.6545 -0.4571 -0.03 -0.15 0.09 -0.27
N 2.8495 1.5842 0.0181 -0.28 0.25 -0.18 -0.20
C 2.9879 2.9245 -0.5391 -0.02 -0.02 -0.22 -0.26
C 4.2453 3.7187 -0.1822 0.02 0.23 0.03 -0.09
C 2.5436 1.5277 1.4409 -0.07 -0.33 0.13 -0.25
C 3.6918 1.7543 2.4268 -0.02 0.12 0.24 -0.08
H 2.5690 -1.0863 -0.4964 0.01 0.04 0.06 0.06
H 4.2931 -1.4510 -0.6057 -0.03 0.04 0.02 0.08
H 3.6001 -0.9954 0.9448 -0.04 -0.02 -0.04 0.07
H 3.9232 0.7313 -1.5478 -0.05 0.25 0.06 0.12
H 4.8621 0.9026 -0.0701 0.09 -0.04 -0.04 0.10
H 2.1072 3.5167 -0.2694 0.00 -0.12 0.14 0.11
H 2.9419 2.8380 -1.6308 0.04 -0.15 0.04 0.11
H 4.2107 4.0919 0.8414 0.07 -0.07 -0.01 0.06
H 4.3232 4.5927 -0.8342 -0.01 -0.04 0.00 0.07
H 5.1577 3.1347 -0.3122 -0.04 -0.02 0.02 0.07
H 2.1027 0.5491 1.6559 0.08 -0.02 -0.11 0.10
H 1.7400 2.2362 1.6657 0.08 0.08 -0.22 0.11
H 4.5934 1.2017 2.1564 -0.03 0.01 -0.03 0.07
H 3.3891 1.4158 3.4222 0.02 -0.01 -0.05 0.06
H 3.9441 2.8108 2.5180 0.11 -0.05 -0.04 0.05
C 5.4633 4.1260 6.1053 -0.03 -0.06 -0.07 -0.09
C 5.2006 3.6105 7.5144 0.01 0.01 -0.17 -0.27
N 3.7882 3.5394 7.8544 -0.23 0.13 0.25 -0.20
C 3.5460 3.3293 9.2766 0.09 0.18 0.11 -0.25
C 4.0210 2.0127 9.8937 -0.10 -0.12 0.17 -0.09
C 2.9519 2.7571 6.9557 0.04 0.08 -0.35 -0.25
C 3.3178 1.2872 6.7390 -0.17 -0.19 -0.06 -0.09
H 4.9796 5.0918 5.9429 -0.04 -0.07 0.03 0.08
H 6.5368 4.2596 5.9545 -0.04 -0.03 0.03 0.07
H 5.1127 3.4275 5.3424 0.00 0.05 0.00 0.05
H 5.6906 4.3037 8.2056 -0.17 -0.11 0.15 0.12
H 5.7012 2.6394 7.6354 0.12 -0.01 -0.01 0.10
H 2.4770 3.4493 9.4788 0.00 -0.04 -0.18 0.11
H 4.0263 4.1499 9.8212 0.08 0.00 -0.14 0.11
H 3.3803 1.1782 9.6086 0.09 -0.01 -0.04 0.05
H 3.9798 2.0839 10.9838 0.01 0.02 -0.04 0.07
H 5.0506 1.7731 9.6230 -0.03 0.01 -0.03 0.07
H 2.9475 3.2511 5.9785 0.12 0.03 0.05 0.10
H 1.9109 2.8166 7.2881 0.13 0.07 0.20 0.12
H 4.3865 1.1402 6.5723 -0.02 0.04 0.02 0.07
H 2.7957 0.9095 5.8550 0.03 0.02 0.04 0.06
H 3.0064 0.6643 7.5771 0.13 -0.01 -0.01 0.05
```
Positions in Å, forces in eV/Å.

No. 4
Here is an isolated ion of composition C3H2NO3 and charge -1 at a distorted geometry from the Open Molecules 2025 dataset. Energies are from ωB97M-V/def2-TZVPD.

Its orbital gap is 6.05 eV. The calculation puts the total energy at -395.9492 a.u. The structure (SMILES) is O=C=CC(=O)N[O-]. The charge is -1. As for the energy above the lowest of the compared OMol25 structures with the same formula, charge and spin: 3.442 eV.

XYZ file:
```
9
Properties=species:S:1:pos:R:3:forces:R:3:lowdin_charge:R:1
O -2.9206 0.1424 -0.1304 0.95 0.48 0.13 0.12
C -1.8050 0.4673 0.0594 -1.66 -1.29 -0.27 -0.20
C -0.5859 0.8104 0.3017 1.39 0.26 0.22 -0.01
C 0.7429 0.2223 -0.1099 0.13 -0.25 -0.23 -0.54
O 1.6425 1.0443 -0.4090 0.06 0.60 0.02 -0.11
N 1.0075 -1.0709 -0.1533 0.83 0.02 -0.18 -0.17
O 0.3575 -2.1849 0.1430 -1.17 -0.21 0.28 -0.32
H -0.4224 1.7953 0.7196 -0.26 0.07 0.01 0.11
H 1.9836 -1.2262 -0.4212 -0.28 0.32 0.02 0.13
```
Positions in Å, forces in eV/Å.

No. 5
Here is an isolated ion of composition C3H8N3O and charge +1 at a distorted geometry from the Open Molecules 2025 dataset. Energies are from ωB97M-V/def2-TZVPD.

Its orbital gap is 8.57 eV. The calculation puts the total energy at -358.1786 a.u. The charge is +1. As for the energy above the lowest of the compared OMol25 structures with the same formula, charge and spin: 5.927 eV.

XYZ file:
```
15
Properties=species:S:1:pos:R:3:forces:R:3:lowdin_charge:R:1
C -0.2222 1.2304 0.2843 -1.74 -2.00 0.54 0.06
C 0.8072 0.4492 -0.4395 0.26 0.36 0.12 -0.12
C -1.4539 -0.4959 0.7042 1.70 2.77 0.37 -0.14
N -2.2399 -0.1759 -0.4075 -1.67 0.46 -0.86 -0.08
N -0.4779 -1.4285 0.3685 -0.31 -1.06 0.05 0.02
N 0.1844 -0.9307 -0.7655 0.20 0.28 -0.28 0.05
O -3.2886 0.4168 -0.2499 1.26 -0.71 0.24 0.06
H -0.0154 1.5561 1.2896 0.19 0.12 0.10 0.09
H -0.8532 1.8903 -0.2895 0.01 0.13 -0.06 0.09
H 1.0892 0.9018 -1.3891 0.02 -0.10 -0.03 0.14
H 1.6945 0.2643 0.1674 -0.06 -0.14 -0.17 0.13
H -1.8291 -0.4755 1.7213 -0.12 -0.14 -0.05 0.16
H 0.1291 -1.7354 1.1240 0.07 0.19 -0.27 0.17
H -0.6106 -0.7502 -1.4259 0.49 -0.20 0.10 0.17
H 0.8579 -1.5947 -1.1703 -0.31 0.05 0.20 0.21
```
Positions in Å, forces in eV/Å.

No. 6
Here is a single C3H7Br2OP molecule at a distorted geometry from the Open Molecules 2025 dataset. Energies are from ωB97M-V/def2-TZVPD.

Its orbital gap is 10.64 eV. The calculation puts the total energy at -5683.1357 a.u. The structure (SMILES) is CP(=O)(CBr)CBr. As for the energy above the lowest of the compared OMol25 structures with the same formula, charge and spin: 1.200 eV.

XYZ file:
```
14
Properties=species:S:1:pos:R:3:forces:R:3:lowdin_charge:R:1
C 0.0232 0.4074 0.4302 -0.56 -1.28 -2.03 -0.19
P -0.0443 -0.7585 -1.0278 -1.85 -1.90 3.27 0.48
O 0.5383 -0.4694 -2.3050 1.62 0.93 -2.38 -0.34
C 0.7024 -2.2835 -0.1370 -1.36 0.90 1.87 -0.72
Br 2.5916 -1.9784 0.0738 0.29 0.02 -0.19 0.63
C -1.8809 -1.0308 -1.3538 -0.79 -1.20 0.43 -0.59
Br -2.7663 -1.4608 0.4070 -0.04 0.30 -0.72 0.55
H 0.9627 0.0941 0.8822 -0.18 0.49 0.49 0.00
H 0.0750 1.3742 -0.0637 -0.08 0.36 0.60 0.05
H -0.9156 0.1686 0.9784 1.03 0.65 0.01 -0.02
H 0.3257 -2.3992 0.9560 0.32 0.39 -2.03 0.06
H 0.5579 -3.2246 -0.6180 -0.07 -0.48 -0.59 0.01
H -2.3072 -1.8779 -1.9747 1.47 0.76 0.57 0.04
H -2.3131 -0.1426 -1.8372 0.20 0.06 0.70 0.04
```
Positions in Å, forces in eV/Å.